Computed, not measured: a structure of composition C18H22IN4O2Tl, with ωB97M-V/def2-TZVPD.

Geometry as XYZ:
```
48
C18H22IN4O2Tl (ωB97M-V/def2-TZVPD)
N 2.426 0.592 0.140
H 2.680 -0.828 1.636
H 0.779 1.510 2.035
C 2.447 0.236 1.558
H -2.680 1.263 -1.888
C -0.169 -5.121 0.483
N -2.079 0.540 -0.032
C 1.262 2.576 -0.864
O 0.959 -3.111 1.013
C 0.198 4.192 -2.258
H -1.925 3.911 -2.477
H 2.310 4.188 -1.829
H -2.798 -0.168 -0.118
C 1.092 0.478 2.220
H 3.216 0.806 2.098
C 0.156 -7.451 0.999
H -0.550 -7.040 -2.295
C -1.277 -0.154 2.196
H 1.219 0.363 3.306
H -1.853 -1.076 2.094
H -3.047 2.361 -0.563
C -0.365 -6.785 -1.260
O -1.249 -3.016 0.686
H -0.644 -4.679 -1.555
H 0.327 -5.871 2.432
C -0.077 -7.767 -0.327
Tl 0.105 -1.227 -0.806
H -2.890 1.236 1.812
C 0.120 -6.121 1.398
H -1.280 1.823 1.365
H 0.367 -8.229 1.719
C -0.417 -5.464 -0.844
H 0.336 -1.394 1.944
H 0.240 5.063 -2.900
N 0.103 1.963 -0.661
C -0.163 -3.639 0.791
C -1.013 2.422 -1.217
C 2.482 2.025 -0.144
H 2.565 2.580 0.799
N 0.072 -0.437 1.716
H 3.367 2.272 -0.733
I 0.026 -9.781 -0.954
C -1.931 0.948 1.361
H 3.174 0.112 -0.340
C -1.008 3.551 -2.028
H -1.286 0.153 3.250
C 1.354 3.706 -1.667
C -2.297 1.651 -0.941
```

Computed, not measured: an isolated molecule of C18H22N2O4S, with ωB97M-V/def2-TZVPD.

Geometry as XYZ:
```
47
Properties=species:S:1:pos:R:3
C -3.594 -0.102 1.124
O -5.146 -1.312 -0.336
O 1.193 -1.462 -0.949
C 0.822 1.121 -0.086
C -0.090 0.304 0.836
H -3.348 -0.551 -2.279
H -0.962 -0.320 -1.677
C 5.702 -1.790 0.144
H 8.151 0.532 0.280
N -1.287 -0.089 0.368
H 6.253 1.984 -0.359
H 5.537 -2.850 0.273
H -6.724 1.276 -1.130
C -2.214 -0.724 1.284
C 6.961 -1.249 0.330
C 2.191 -0.919 -0.524
H -6.784 -0.882 0.855
H -7.089 -1.082 -0.892
O -4.767 0.857 -0.793
S 3.498 1.433 -0.855
H 1.498 3.174 -0.175
H -2.843 -1.794 -1.129
C 4.632 -0.981 -0.222
H 7.781 -1.891 0.613
C -6.105 0.821 -0.356
H -0.195 2.984 0.302
H -1.924 1.120 -1.225
H 0.505 1.077 -1.127
C 6.111 0.925 -0.211
N 3.390 -1.555 -0.488
H 1.091 2.605 1.453
C 2.205 0.491 0.033
H -6.223 1.379 0.582
O 0.264 0.079 1.984
H -3.532 0.972 1.310
H 2.501 0.460 1.088
H -4.283 -0.544 1.845
C 0.805 2.567 0.404
C -3.014 -0.726 -1.257
H 3.378 -2.538 -0.727
C 7.168 0.108 0.144
C -1.735 0.062 -1.004
C -4.141 -0.314 -0.308
H -1.827 -0.561 2.293
H -2.257 -1.803 1.102
C 4.843 0.390 -0.389
C -6.395 -0.681 -0.150
```

SMILES	C[C@H](C(=O)N1CCC2(CC1)OCCO2)[C@@H]1Sc2ccccc2NC1=O

Computed, not measured: an isolated molecule of C18H22N4O2S, with ωB97M-V/def2-TZVPD.

Geometry as XYZ:
```
47
Properties=species:S:1:pos:R:3
H 5.243 1.314 -1.291
H 3.528 -3.329 0.381
H -1.772 -1.708 -0.980
H -1.797 4.118 0.691
C 1.721 -2.826 -0.739
C -5.482 -1.802 0.270
C -3.458 -0.650 -0.215
O -4.137 -1.831 -0.141
H -4.979 0.703 0.489
H 2.374 3.081 1.353
H 1.554 -1.177 2.615
H -5.582 -1.430 1.295
C -1.879 1.647 -0.451
C -1.502 3.998 -0.356
H -2.350 4.245 -1.004
C 0.800 -0.711 -1.446
N 4.093 0.033 -0.221
C 4.449 1.256 -0.558
H -6.094 -1.191 -0.400
H -3.612 2.683 0.263
N -0.040 0.351 -1.255
H -5.825 -2.835 0.229
H 1.867 -3.003 -1.804
C 3.062 -2.446 -0.066
C -3.182 1.730 -0.002
H 4.177 3.378 -0.353
N 0.769 -1.747 -0.571
C 2.863 2.224 0.909
H -0.406 -2.301 1.071
H 0.240 1.188 -1.753
H -0.673 4.668 -0.576
H -0.023 -0.574 0.957
C -3.970 0.591 0.128
C 3.865 2.396 -0.036
N 2.814 -1.456 0.966
H 3.745 -1.998 -0.787
C -1.349 0.382 -0.784
H 1.285 -3.718 -0.282
O -1.018 2.703 -0.611
C 2.480 0.951 1.277
C 0.375 -1.577 0.816
H 1.712 -2.828 2.015
C 3.113 -0.142 0.666
C 1.624 -1.781 1.710
C -2.146 -0.743 -0.682
S 1.822 -0.659 -2.746
H 1.700 0.822 2.009
```

SMILES	COc1ccc(OC)c(NC(=S)N2CCN(c3ccccn3)CC2)c1

Computed, not measured: an isolated molecule of C18H22N6O2 in a non-equilibrium geometry, with ωB97M-V/def2-TZVPD.

Geometry as XYZ:
```
48
Properties=species:S:1:pos:R:3
C 2.357 4.882 -0.901
C -1.445 -1.913 -2.150
H -3.545 -1.454 0.527
H 1.479 -1.785 3.813
H 3.327 1.787 -1.740
H 2.672 -0.433 2.187
C -2.060 1.567 0.728
H -2.179 0.000 -3.560
H -0.462 2.072 2.048
H -1.413 -3.723 -1.251
H 0.589 0.586 3.535
C -1.933 -0.958 1.839
H 3.327 5.215 -1.266
C 0.021 -0.368 -1.131
N 1.303 -0.600 0.648
H -1.496 1.279 -2.504
H 1.692 2.101 -2.287
H 1.604 5.174 -1.631
H 3.007 3.203 -2.769
C 1.921 -1.143 1.831
N 0.609 0.829 -0.933
N -0.990 -2.803 -1.199
C -0.076 -2.621 -0.157
H -1.899 -1.945 2.277
C 1.361 0.664 0.149
N -0.877 -0.660 -2.110
C -2.924 0.581 0.289
C -1.039 0.018 2.267
N 2.138 2.966 0.432
C 0.426 -1.289 -0.178
H -0.530 -0.580 4.239
N 2.111 1.626 0.747
C -2.865 -0.682 0.856
H 2.431 -2.070 1.549
C 2.354 3.395 -0.743
H 2.216 1.517 1.749
H 2.145 5.362 0.049
O 0.183 -3.531 0.609
C -1.288 0.359 -3.048
O -2.283 -2.229 -2.965
C 0.910 -1.471 2.935
H -2.102 2.559 0.302
C -0.008 -0.304 3.318
H -3.647 0.792 -0.485
H -0.496 0.543 -3.775
H 0.312 -2.320 2.606
C 2.617 2.582 -1.968
C -1.128 1.288 1.713
```

SMILES	CC(C)=NNc1nc2c(c(=O)[nH]c(=O)n2C)n1CCCc1ccccc1

LUMO level per entry: 0.30; 0.76; 0.60; 0.67 eV
HOMO-LUMO gap per entry: 8.448; 9.130; 8.288; 8.357 eV
ΔE to the lowest compared entry with this formula, charge and spin per entry: 0.4280; 0.0000; 2.9266; 0.1871 eV